Entry 1:
# C4HF6IO

A cluster of 2 separate species, C4HF6IO in total at a distorted geometry (the ωB97M-V functional and the def2-TZVPD basis, the Open Molecules 2025 dataset).

Results
Energy ... -30613.6854 eV
Gap between HOMO and LUMO ... 9.26 eV
Multiplicity ... 1

CARTESIAN COORDINATES (ANGSTROEM)
F -3.581 -0.825 -1.001
C -3.522 0.393 -0.505
F -3.088 1.313 -1.452
C -3.708 0.656 0.789
F -4.460 -0.064 1.613
F -3.411 1.843 1.302
O 0.530 -0.787 -0.635
C 0.225 -1.582 0.370
I 0.757 -3.558 -0.109
C -0.236 -1.191 1.587
F -0.754 0.054 1.647
F -0.656 -1.936 2.600
H 0.290 0.169 -0.373

---

Entry 2:
# C16H34Cl16INOP

A cluster of 9 separate species, C16H34Cl16INOP in total (the ωB97M-V functional and the def2-TZVPD basis, the Open Molecules 2025 dataset).

Results
Charge ... -1
Energy ... -238433.3421 eV
Gap between HOMO and LUMO ... 5.85 eV
Multiplicity ... 1

CARTESIAN COORDINATES (ANGSTROEM)
O -2.449 -1.347 -1.190
P -2.506 -0.181 -2.131
N -3.728 0.839 -2.280
I -5.558 -0.035 -2.180
H -1.449 0.730 -1.893
H -2.110 -0.675 -3.413
Cl -5.904 -1.069 3.358
C -5.209 -1.555 1.759
C -3.871 -0.930 1.502
Cl -4.008 0.818 1.217
H -5.927 -1.263 0.996
H -5.121 -2.639 1.786
H -3.449 -1.333 0.574
H -3.178 -1.099 2.323
Cl -1.445 3.190 2.896
C -2.004 1.889 3.971
C -0.925 0.856 4.188
Cl -0.552 -0.017 2.678
H -2.885 1.451 3.503
H -2.281 2.335 4.925
H -1.259 0.120 4.918
H -0.003 1.315 4.535
Cl 4.881 -0.453 -0.181
C 3.942 0.345 1.128
C 2.526 0.629 0.711
Cl 2.441 1.900 -0.541
H 4.475 1.255 1.395
H 3.948 -0.346 1.969
H 1.958 0.987 1.568
H 2.050 -0.265 0.321
Cl -6.039 -1.121 -5.736
C -4.402 -1.339 -6.391
C -3.949 -2.778 -6.320
Cl -3.717 -3.329 -4.644
H -3.741 -0.692 -5.816
H -4.414 -1.015 -7.431
H -2.992 -2.879 -6.830
H -4.677 -3.436 -6.788
Cl -11.877 -0.741 4.878
C -10.093 -0.853 4.819
C -9.614 -2.022 4.002
Cl -9.998 -3.588 4.775
H -9.739 -0.916 5.845
H -9.730 0.069 4.368
H -8.531 -1.966 3.905
H -10.063 -2.026 3.013
Cl 6.298 2.967 2.135
C 6.798 2.794 0.426
C 8.136 3.422 0.152
Cl 8.087 5.204 0.280
H 6.015 3.239 -0.183
H 6.843 1.727 0.214
H 8.431 3.183 -0.868
H 8.896 3.067 0.844
Cl 4.855 -4.012 2.394
C 3.605 -4.767 1.365
C 2.873 -3.754 0.524
Cl 1.861 -2.671 1.511
H 2.923 -5.302 2.022
H 4.114 -5.477 0.717
H 2.207 -4.267 -0.169
H 3.563 -3.130 -0.038
Cl 6.813 3.876 -3.121
C 8.195 4.489 -4.061
C 8.775 3.432 -4.966
Cl 9.570 2.130 -4.039
H 8.939 4.852 -3.355
H 7.832 5.325 -4.657
H 9.535 3.877 -5.606
H 8.006 2.974 -5.582

---

Entry 3:
# C39H35AgBN12PS

A structure of composition C39H35AgBN12PS (the ωB97M-V functional and the def2-TZVPD basis, the Open Molecules 2025 dataset).

Results
Charge ... +1
Energy ... -83689.7348 eV
Gap between HOMO and LUMO (alpha / beta) ... 8.47 / 6.95 eV
<S²> ... 0.754
Multiplicity ... 2
Relative energy (zero: lowest compared OMol25 entry of this formula, charge and spin) ... 0.0 kcal per mole

CARTESIAN COORDINATES (ANGSTROEM)
Ag -0.174 -0.439 -1.173
C -3.964 -0.778 1.556
C -2.596 -0.543 1.394
N -2.221 -0.777 0.142
N -3.330 -1.183 -0.522
C -4.391 -1.185 0.311
B -3.167 -1.541 -2.019
N -2.057 -2.632 -2.171
C -2.249 -3.921 -2.513
C -1.035 -4.574 -2.466
C -0.127 -3.591 -2.070
N -0.754 -2.435 -1.891
N -2.745 -0.258 -2.813
C -3.517 0.531 -3.583
C -2.730 1.519 -4.137
C -1.456 1.266 -3.634
N -1.476 0.202 -2.837
N -4.427 -2.097 -2.658
C -4.615 -2.311 -3.990
C -5.708 -3.121 -4.140
C -6.129 -3.378 -2.820
N -5.352 -2.781 -1.938
H -4.556 -0.686 2.449
H -1.868 -0.213 2.121
H -5.355 -1.508 -0.038
H -3.231 -4.288 -2.759
H -0.838 -5.607 -2.689
H 0.937 -3.662 -1.909
H -4.568 0.331 -3.696
H -3.034 2.301 -4.810
H -0.536 1.803 -3.800
H -3.952 -1.888 -4.727
H -6.143 -3.472 -5.060
H -6.963 -3.971 -2.482
N -0.128 2.033 1.334
P 0.162 1.822 -0.314
C 1.740 2.580 -0.727
C 2.364 2.176 -1.903
C 3.558 2.766 -2.293
C 4.131 3.748 -1.497
C 3.513 4.144 -0.317
C 2.316 3.564 0.070
C -1.126 2.921 -0.949
C -0.821 4.079 -1.656
C -1.846 4.882 -2.137
C -3.169 4.536 -1.907
C -3.475 3.378 -1.203
C -2.459 2.564 -0.732
C 0.565 1.414 2.373
C 0.034 1.398 3.665
C 0.783 0.810 4.662
C 2.022 0.260 4.348
C 2.446 0.321 3.035
N 1.736 0.883 2.054
H -0.975 2.525 1.574
H 1.919 1.398 -2.517
H 4.042 2.457 -3.210
H 5.066 4.205 -1.794
H 3.967 4.906 0.302
H 1.833 3.866 0.991
H 0.210 4.359 -1.833
H -1.608 5.784 -2.685
H -3.965 5.167 -2.281
H -4.507 3.100 -1.032
H -2.702 1.642 -0.215
H -0.933 1.840 3.870
H 0.408 0.782 5.676
H 2.645 -0.196 5.104
H 3.406 -0.090 2.747
S 4.442 -3.605 2.579
C 3.199 -2.816 1.624
C 3.631 -1.895 0.665
C 2.695 -1.220 -0.084
N 1.381 -1.434 0.048
C 0.964 -2.317 0.955
C 1.832 -3.022 1.767
C 3.470 -4.563 3.721
C 3.126 -4.038 4.956
C 2.378 -4.831 5.819
N 1.974 -6.060 5.520
C 2.319 -6.554 4.333
C 3.069 -5.852 3.400
H 4.684 -1.694 0.518
H 2.996 -0.475 -0.809
H -0.108 -2.460 1.027
H 1.433 -3.716 2.493
H 3.433 -3.042 5.244
H 2.094 -4.455 6.795
H 1.984 -7.561 4.116
H 3.333 -6.300 2.452

---

Entry 4:
# C39H36AlClN3Si2

A structure of composition C39H36AlClN3Si2 at a distorted geometry (the ωB97M-V functional and the def2-TZVPD basis, the Open Molecules 2025 dataset).

Results
Charge ... +1
Energy ... -80370.0464 eV
Gap between HOMO and LUMO ... 6.15 eV
Multiplicity ... 1
Relative energy (zero: lowest compared OMol25 entry of this formula, charge and spin) ... 27.8 kcal per mole

CARTESIAN COORDINATES (ANGSTROEM)
C -1.333 -0.557 4.445
C -1.981 0.003 3.235
C -2.371 -1.114 2.419
H -2.387 1.010 3.140
C -1.905 -2.290 3.025
C -1.287 -1.980 4.251
H -0.925 -2.697 4.985
H -1.232 -0.037 5.406
H -2.984 -1.061 1.523
H -2.063 -3.292 2.626
Al 0.108 -0.042 3.079
Si -0.224 -0.133 -3.454
C 0.207 1.445 -4.343
C 1.489 1.726 -4.857
H 2.341 1.072 -4.626
C 1.666 2.849 -5.674
H 2.646 3.062 -6.110
C 0.578 3.690 -5.962
H 0.697 4.517 -6.668
C -0.674 3.456 -5.378
H -1.528 4.115 -5.590
C -0.849 2.354 -4.534
H -1.810 2.201 -4.028
C 0.427 -1.577 -4.407
C -0.101 -1.683 -5.709
H -0.841 -0.960 -6.067
C 0.306 -2.716 -6.561
H -0.126 -2.789 -7.566
C 1.247 -3.658 -6.120
H 1.545 -4.471 -6.783
C 1.758 -3.574 -4.816
H 2.468 -4.339 -4.481
C 1.343 -2.546 -3.956
H 1.747 -2.495 -2.941
H -1.705 -0.260 -3.538
Si 0.365 -0.151 -1.181
C -0.660 -1.675 -0.715
C -2.010 -1.855 -1.082
H -2.604 -1.016 -1.449
C -2.605 -3.127 -1.040
H -3.636 -3.257 -1.375
C -1.896 -4.236 -0.584
H -2.328 -5.243 -0.615
C -0.618 -4.027 -0.049
H -0.072 -4.856 0.405
C -0.016 -2.762 -0.115
H 0.993 -2.646 0.270
C -0.572 1.460 -0.821
C -1.875 1.400 -0.309
H -2.258 0.485 0.141
C -2.738 2.496 -0.415
H -3.767 2.390 -0.073
C -2.294 3.708 -0.940
H -2.980 4.551 -1.059
C -0.939 3.835 -1.258
H -0.550 4.796 -1.581
C -0.078 2.732 -1.181
H 0.970 2.867 -1.468
H 1.846 -0.299 -1.149
Cl 1.291 0.179 1.282
N 1.201 0.769 5.702
C 0.891 1.909 4.937
C 1.121 3.194 5.452
C 0.825 4.302 4.668
C 0.276 4.116 3.393
C 0.026 2.834 2.940
N 0.374 1.743 3.705
C 1.803 -0.427 5.264
C 2.641 -1.150 6.114
C 3.252 -2.312 5.653
C 3.005 -2.715 4.327
C 2.135 -1.999 3.540
N 1.535 -0.855 4.014
H 1.471 1.009 6.650
H 1.518 3.262 6.465
H 0.976 5.309 5.047
H 0.025 4.951 2.744
H -0.361 2.632 1.939
H 2.767 -0.780 7.124
H 3.906 -2.903 6.294
H 3.488 -3.600 3.914
H 1.906 -2.266 2.510

---

Entry 5:
# C4H3NS

A structure of composition C4H3NS at a distorted geometry (the ωB97M-V functional and the def2-TZVPD basis, the Open Molecules 2025 dataset).

Results
Energy ... -16515.2471 eV
Gap between HOMO and LUMO ... 8.04 eV
Multiplicity ... 1
Relative energy (zero: lowest compared OMol25 entry of this formula, charge and spin) ... 115.4 kcal per mole

CARTESIAN COORDINATES (ANGSTROEM)
C -0.937 1.017 -0.162
C -2.304 0.565 0.096
C 0.391 0.766 -0.105
C 0.015 -0.758 0.027
N 1.547 1.242 -0.238
S -1.923 -1.098 0.144
H 0.398 -1.254 -0.735
H 0.432 -1.178 1.081
H 2.382 0.698 -0.108

---

Entry 6:
# C11H11O2

The ion C11H11O2 with charge +1 at a distorted geometry (the ωB97M-V functional and the def2-TZVPD basis, the Open Molecules 2025 dataset).

Results
Charge ... +1
Energy ... -15669.0516 eV
Gap between HOMO and LUMO (alpha / beta) ... 6.84 / 6.83 eV
Multiplicity ... 1
Relative energy (zero: lowest compared OMol25 entry of this formula, charge and spin) ... 68.8 kcal per mole

CARTESIAN COORDINATES (ANGSTROEM)
C -1.673 -2.395 1.191
C -0.795 -1.907 2.112
C -1.576 -2.051 -0.210
C 0.322 -1.281 1.631
C -0.533 -1.209 -0.603
C 0.525 -0.879 0.296
C 0.519 2.086 -0.745
C 2.419 1.391 -1.883
C 1.983 -0.033 -1.513
C 1.671 -0.175 -0.024
C -0.545 3.201 -0.775
O 3.415 1.726 -2.402
O 1.432 2.376 -1.608
H -2.498 -2.840 1.715
H -0.816 -2.244 3.205
H -2.178 -2.475 -0.977
H 1.161 -1.060 2.311
H -0.546 -0.901 -1.645
H 1.045 -0.218 -2.100
H 2.846 -0.624 -1.727
H 2.320 0.116 0.813
H -1.447 2.816 -1.090
H -0.133 3.995 -1.327
H -0.742 3.531 0.291

---

Entry 7:
# C61H51CoGeN5O6S3

A structure of composition C61H51CoGeN5O6S3 at a distorted geometry (the ωB97M-V functional and the def2-TZVPD basis, the Open Molecules 2025 dataset).

Results
Charge ... -1
Energy ... -210462.7368 eV
Gap between HOMO and LUMO (alpha / beta) ... 4.25 / 6.51 eV
<S²> ... 2.030
Multiplicity ... 3

CARTESIAN COORDINATES (ANGSTROEM)
Co 0.121 0.258 0.050
O -2.109 3.847 4.017
C -1.665 2.967 3.073
C -1.477 1.630 3.375
C -1.002 0.779 2.371
N -0.768 1.276 1.156
C -0.919 2.550 0.842
C -1.391 3.454 1.782
C -0.500 2.764 -0.593
O -0.666 3.832 -1.165
O 0.021 1.714 -1.110
C -0.627 -0.663 2.412
O -0.842 -1.364 3.401
O -0.050 -1.072 1.332
H -2.217 3.375 4.853
H -1.680 1.236 4.360
H -1.529 4.494 1.553
N 1.647 0.871 0.881
S 2.746 0.430 1.754
N 4.180 0.966 1.193
S 4.768 0.124 -0.007
N 3.794 -0.686 -0.923
S 2.442 -0.076 -1.624
N 1.165 -0.650 -1.149
C 2.596 -0.736 -3.302
C 3.616 -1.564 -3.743
C 3.650 -1.945 -5.073
C 2.670 -1.513 -5.955
C 1.626 -0.717 -5.497
C 1.587 -0.333 -4.172
C 2.895 1.683 -1.975
C 2.621 2.720 -1.105
C 2.870 4.026 -1.486
C 3.425 4.305 -2.722
C 3.769 3.258 -3.558
C 3.502 1.951 -3.190
C 5.678 1.303 -0.933
C 6.421 0.881 -2.049
C 7.251 1.770 -2.685
C 7.372 3.084 -2.230
C 6.653 3.490 -1.105
C 5.826 2.614 -0.450
C 5.752 -1.119 0.747
C 6.577 -0.692 1.799
C 7.460 -1.568 2.374
C 7.556 -2.880 1.903
C 6.750 -3.293 0.843
C 5.858 -2.428 0.254
C 3.079 -1.293 2.203
C 2.560 -2.333 1.457
C 2.806 -3.632 1.867
C 3.572 -3.879 2.996
C 4.102 -2.824 3.723
C 3.854 -1.523 3.327
C 2.719 1.224 3.358
C 3.617 2.223 3.712
C 3.560 2.768 4.980
C 2.615 2.314 5.894
C 1.720 1.312 5.533
C 1.761 0.777 4.264
H 4.377 -1.880 -3.048
H 4.452 -2.577 -5.430
H 2.722 -1.788 -7.000
H 0.850 -0.396 -6.177
H 0.799 0.290 -3.778
H 2.212 2.503 -0.134
H 2.603 4.824 -0.812
H 3.601 5.327 -3.026
H 4.235 3.453 -4.512
H 3.781 1.150 -3.855
H 6.317 -0.138 -2.391
H 7.820 1.450 -3.547
H 8.010 3.782 -2.750
H 6.744 4.508 -0.751
H 5.250 2.904 0.413
H 6.474 0.328 2.139
H 8.085 -1.239 3.191
H 8.242 -3.570 2.368
H 6.826 -4.310 0.485
H 5.203 -2.734 -0.545
H 1.978 -2.112 0.576
H 2.386 -4.460 1.315
H 3.762 -4.895 3.310
H 4.700 -3.014 4.604
H 4.263 -0.688 3.877
H 4.355 2.531 2.990
H 4.262 3.540 5.264
H 2.593 2.726 6.892
H 0.999 0.940 6.245
H 1.081 -0.003 3.965
C -2.505 -1.095 -3.435
Ge -1.678 -2.008 -1.833
C -0.024 -2.992 -2.287
C 0.343 -3.163 -3.613
C 1.398 -3.990 -3.955
C 2.104 -4.642 -2.960
C 1.740 -4.482 -1.632
C 0.668 -3.675 -1.298
C -2.888 -3.218 -0.806
C -3.061 -3.055 0.558
C -3.859 -3.925 1.295
C -4.501 -4.972 0.676
C -4.327 -5.200 -0.702
C -4.924 -6.300 -1.351
C -4.704 -6.541 -2.686
C -3.873 -5.694 -3.420
C -3.285 -4.608 -2.816
C -3.496 -4.324 -1.455
H -2.454 -1.698 -4.333
H -1.971 -0.163 -3.598
H -3.550 -0.869 -3.239
H -0.206 -2.649 -4.388
H 1.663 -4.119 -4.997
H 2.934 -5.288 -3.215
H 2.290 -5.005 -0.860
H 0.355 -3.562 -0.272
H -2.551 -2.254 1.072
H -3.960 -3.782 2.361
H -5.129 -5.651 1.237
H -5.552 -6.963 -0.773
H -5.161 -7.394 -3.168
H -3.686 -5.900 -4.466
H -2.619 -3.964 -3.378
C -2.761 0.131 -0.481
O -1.517 -0.466 -0.779
H -2.925 0.175 0.599
H -3.584 -0.447 -0.914
H -2.791 1.150 -0.879

---

Entry 8:
# C3H2O3

An isolated molecule of C3H2O3 at a distorted geometry (the ωB97M-V functional and the def2-TZVPD basis, the Open Molecules 2025 dataset).

Results
Energy ... -9281.8452 eV
Gap between HOMO and LUMO ... 9.96 eV
Multiplicity ... 1
Relative energy (zero: lowest compared OMol25 entry of this formula, charge and spin) ... 84.9 kcal per mole

CARTESIAN COORDINATES (ANGSTROEM)
C -1.539 0.740 -2.564
C -0.167 -0.254 -0.038
C -0.201 -0.149 -1.559
O -1.382 0.405 -3.687
O -1.974 1.160 -1.547
O -0.513 -1.287 -1.048
H 0.798 -0.401 0.429
H -1.086 0.243 0.224